[1]
The following is a quantum chemistry calculation of a 2-piece molecular cluster, C24H41Cl2FN3O8PS overall at a distorted geometry, from OMol25.

Properties
**HOMO-LUMO gap**: 8.21 eV
**Molecular weight**: 652.55 g mol⁻¹
**Charge**: 0
**Lowest unoccupied orbital energy**: 0.10 eV
**Spin multiplicity**: 1
**Energy**: -94284.6187 eV
**SMILES**: CCOCCOCCOC[C@@]1(c2ccccc2)OS(=O)(=O)O[C@@]1(F)/C(Cl)=C(/C)Cl.CN(C)P(=O)(N(C)C)N(C)C

Last column: Löwdin charge in e.
Cartesian coordinates (Å):
C1 -1.5842 2.9910 -0.3007  -0.057
C2 -0.8023 2.4302 -1.4890  -0.273
O1 0.5575 2.1911 -1.2057  -0.133
C3 0.7680 0.9667 -0.5225  -0.170
C4 0.7584 -0.2414 -1.4731  -0.166
O2 0.1559 -1.4078 -0.9355  -0.109
C5 -1.2235 -1.2932 -0.7083  -0.188
C6 -2.0654 -1.1713 -1.9701  -0.196
O3 -3.3580 -0.7776 -1.5307  -0.152
C7 -4.3563 -0.9450 -2.5054  -0.164
C8 -5.6880 -1.0950 -1.7705  -0.283
C9 -6.1638 0.3516 -1.3822  -0.122
C10 -7.4861 0.5939 -1.0057  -0.013
C11 -7.9153 1.8594 -0.6417  -0.060
C12 -7.0427 2.9422 -0.6347  -0.076
C13 -5.7343 2.7170 -1.0298  -0.069
C14 -5.3044 1.4449 -1.3971  -0.022
O4 -6.7271 -1.4990 -2.6821  -0.103
S1 -7.5656 -2.6551 -1.9404  0.609
O5 -7.0371 -3.8996 -2.3791  -0.219
O6 -8.9514 -2.4604 -2.1348  -0.193
O7 -7.1179 -2.3756 -0.4351  -0.131
C15 -5.7322 -1.9029 -0.4176  -0.450
F1 -5.4893 -1.0138 0.5365  0.130
C16 -4.9169 -3.1749 -0.2153  -0.548
Cl1 -3.9295 -3.8359 -1.4641  0.861
C17 -4.9609 -3.8269 0.9430  -0.694
C18 -4.1966 -5.0671 1.2727  -0.119
Cl2 -5.9568 -3.2666 2.2432  0.780
H1 -1.0530 3.8065 0.1770  0.080
H2 -2.5476 3.3334 -0.6771  0.058
H3 -1.7938 2.1818 0.3969  0.067
H4 -1.3336 1.5403 -1.8416  0.094
H5 -0.8286 3.1553 -2.3011  0.121
H6 0.0841 0.8618 0.3214  0.113
H7 1.7643 1.0527 -0.0955  0.117
H8 0.3693 0.0299 -2.4555  0.117
H9 1.7981 -0.5049 -1.6476  0.123
H10 -1.5005 -0.4726 -0.0394  0.119
H11 -1.5415 -2.2091 -0.2134  0.123
H12 -2.0960 -2.1231 -2.5004  0.101
H13 -1.6924 -0.4256 -2.6762  0.115
H14 -4.4304 -0.0860 -3.1709  0.142
H15 -4.2025 -1.8546 -3.0839  0.107
H16 -8.1971 -0.2164 -0.9949  0.102
H17 -8.9399 2.0228 -0.3386  0.106
H18 -7.3600 3.9259 -0.3286  0.102
H19 -5.0324 3.5389 -1.0387  0.094
H20 -4.2670 1.3530 -1.6765  0.100
H21 -3.9905 -5.6735 0.4014  0.056
H22 -3.3039 -4.7865 1.8284  0.094
H23 -4.8114 -5.6659 1.9405  0.071
C19 7.8338 2.1724 0.0491  -0.123
N1 6.9062 2.2352 1.1582  -0.343
C20 6.4768 3.5899 1.4857  -0.126
P1 5.8013 1.0046 1.6290  0.724
O8 4.6857 1.2032 0.6229  -0.298
N2 6.1228 -0.6430 1.1353  -0.314
C21 7.3167 -1.0801 0.4450  -0.143
C22 4.9699 -1.3715 0.6063  -0.155
N3 6.6740 0.6862 3.0704  -0.328
C23 8.0711 0.9540 3.3396  -0.106
C24 5.9946 -0.1218 4.0820  -0.127
H24 8.6659 2.8575 0.2368  0.084
H25 7.3757 2.4367 -0.9132  0.089
H26 8.2909 1.1906 -0.0467  0.047
H27 6.6899 3.8197 2.5384  0.073
H28 5.4037 3.7299 1.3209  0.071
H29 6.9972 4.3277 0.8780  0.079
H30 7.3893 -0.6619 -0.5684  0.079
H31 7.3120 -2.1681 0.3472  0.079
H32 8.2276 -0.8457 0.9983  0.065
H33 4.7880 -1.1570 -0.4551  0.079
H34 4.0655 -1.1277 1.1586  0.066
H35 5.1314 -2.4462 0.7248  0.079
H36 8.7225 0.6604 2.5168  0.065
H37 8.3863 0.3870 4.2165  0.086
H38 8.2581 2.0093 3.5560  0.078
H39 6.2445 -1.1833 3.9735  0.082
H40 4.9123 -0.0220 3.9932  0.073
H41 6.2579 0.2010 5.0910  0.079

=====

[2]
The following is a quantum chemistry calculation of a 9-piece molecular cluster, C24H41Cl6FO5 overall at a distorted geometry, from OMol25.

Properties
**HOMO-LUMO gap**: 9.54 eV
**ΔE to the lowest compared entry with this formula, charge and spin**: 0.0 kJ/mol
**Molecular weight**: 641.30 g mol⁻¹
**Charge**: 0
**Lowest unoccupied orbital energy**: 0.34 eV
**Spin multiplicity**: 1
**Energy**: -113640.8932 eV
**SMILES**: Fc1ccccc1.CC(C)=O.CC(C)=O.CC(C)=O.CC(C)=O.CC(C)=O.ClCCl.ClCCl.ClCCl

Last column: Löwdin charge in e.
Cartesian coordinates (Å):
F1 21.2584 28.0840 11.4258  0.047
C1 22.4002 27.6472 11.9740  -0.276
C2 22.3011 26.6157 12.9107  -0.018
C3 23.4757 26.1192 13.4761  -0.084
C4 24.7446 26.6769 13.1964  -0.089
C5 24.8237 27.6798 12.2305  -0.089
C6 23.6610 28.1445 11.5843  -0.031
H1 21.3521 26.2261 13.2485  0.113
H2 23.4347 25.2443 14.1080  0.098
H3 25.6367 26.3280 13.6951  0.096
H4 25.7847 28.1538 12.0957  0.096
H5 23.7089 28.9509 10.8676  0.034
C7 23.2852 25.8082 5.6961  -0.016
C8 23.7084 27.1964 5.3364  -0.509
C9 23.1295 27.6738 4.0936  -0.026
O1 24.4421 27.8876 6.0425  0.019
H6 22.2147 25.6651 5.5492  0.087
H7 23.6164 25.5192 6.6936  0.090
H8 23.7230 25.1814 4.9192  0.095
H9 23.8317 27.5116 3.2759  0.102
H10 22.9458 28.7467 4.1502  0.086
H11 22.2738 27.0673 3.7968  0.088
C10 29.5365 34.0745 6.8088  -0.023
C11 30.6338 34.3824 5.8039  -0.456
C12 31.5657 35.5448 6.1331  -0.028
O2 30.7471 33.8721 4.7046  0.052
H12 28.9319 33.2807 6.3702  0.041
H13 28.8042 34.8804 6.8568  0.092
H14 29.8070 33.9424 7.8565  0.075
H15 31.0130 36.4750 6.2654  0.083
H16 32.2776 35.7084 5.3241  0.076
H17 32.1630 35.4503 7.0399  0.079
C13 26.2559 33.7866 9.6465  -0.029
C14 27.7032 33.9636 10.1371  -0.498
C15 28.5375 32.9235 10.8097  -0.032
O3 28.2951 34.9308 9.7006  0.026
H18 25.7013 34.2177 10.4800  0.084
H19 25.9655 32.7515 9.4666  0.038
H20 26.1305 34.3177 8.7030  0.082
H21 29.1856 33.5478 11.4248  0.091
H22 29.0605 32.3709 10.0292  0.055
H23 27.9895 32.1201 11.3021  0.081
C16 28.8316 30.4192 4.4018  -0.013
C17 27.8313 31.4639 3.9871  -0.478
C18 28.1834 32.6701 3.1467  -0.028
O4 26.7357 31.5323 4.4992  0.032
H24 29.2969 29.9391 3.5410  0.088
H25 28.4434 29.6960 5.1190  0.056
H26 29.6211 30.8102 5.0436  0.083
H27 27.9434 33.6018 3.6589  0.080
H28 27.4613 32.6392 2.3308  0.086
H29 29.2248 32.9006 2.9216  0.066
C19 23.2949 31.7897 5.6259  -0.028
C20 22.1138 32.7426 5.5694  -0.521
C21 21.5936 33.0389 6.9139  -0.058
O5 21.6961 33.3024 4.5985  0.090
H30 24.0879 32.0652 6.3210  0.088
H31 23.7854 31.6456 4.6632  0.077
H32 22.9576 30.7653 5.7841  0.015
H33 20.7812 33.7639 6.8648  0.087
H34 22.3473 33.5196 7.5375  0.090
H35 21.2062 32.1143 7.3419  0.007
Cl1 25.7879 29.0241 8.7607  0.566
C22 26.7693 29.6239 7.4115  -0.972
Cl2 27.6323 31.1525 7.8402  0.579
H36 27.4209 28.7993 7.1225  -0.022
H37 26.0897 29.8671 6.5947  0.006
Cl3 22.1787 30.5214 9.3598  0.595
C23 22.2578 29.3342 8.0801  -1.055
Cl4 21.0060 29.5309 6.8847  0.611
H38 23.2536 29.3309 7.6367  -0.029
H39 22.2307 28.3376 8.5206  0.035
Cl5 29.7089 27.6966 8.0965  0.539
C24 30.7896 26.3132 8.0134  -1.033
Cl6 30.8220 25.5282 6.4157  0.505
H40 31.7661 26.6655 8.3457  0.029
H41 30.4882 25.6304 8.8078  0.028

=====

[3]
The following is a quantum chemistry calculation of C24H41F3IrO3P2S as an isolated structure at a distorted geometry, from OMol25.

Properties
**HOMO-LUMO gap (alpha / beta)**: 5.69 / 5.68 eV
**ΔE to the lowest compared entry with this formula, charge and spin**: 300.6 kJ/mol
**Molecular weight**: 720.82 g mol⁻¹
**Charge**: +2
**Lowest unoccupied orbital energy (alpha / beta)**: -7.89 / -9.02 eV
**Expectation value of S²**: 8.7649
**Spin multiplicity**: 6
**Energy**: -72075.4374 eV

Last column: Mulliken spin population.
Cartesian coordinates (Å):
Ir1 -1.7821 -1.0537 -0.8303  1.202
C1 1.9203 0.7051 -2.4509  0.342
C2 0.9100 1.7146 -2.3492  0.399
C3 2.6547 2.2739 -0.9347  0.318
C4 2.9999 1.0766 -1.6092  0.309
C5 1.3473 2.6556 -1.3802  0.357
C6 1.9476 -0.4781 -3.3375  0.008
H1 0.9536 -0.7480 -3.7092  -0.005
H2 2.3526 -1.3442 -2.7902  0.009
H3 2.6032 -0.3134 -4.2089  0.028
C7 4.3033 0.4010 -1.5077  0.025
H4 4.3218 -0.5012 -2.1297  -0.004
H5 4.4873 0.1008 -0.4670  0.024
H6 5.1149 1.0713 -1.8330  0.025
C8 3.5329 3.0387 -0.0352  0.035
H7 4.3594 3.5154 -0.5913  0.032
H8 3.9543 2.3573 0.7155  0.018
H9 2.9618 3.8189 0.4832  -0.003
C9 0.6278 3.8486 -0.9129  -0.015
H10 1.0229 4.7835 -1.3472  0.029
H11 0.7115 3.9469 0.1836  0.012
H12 -0.4380 3.8067 -1.1747  0.001
C10 -0.2570 1.9012 -3.2373  0.026
H13 0.0383 2.5342 -4.0903  0.029
H14 -1.0833 2.4081 -2.7211  -0.006
H15 -0.6016 0.9483 -3.6570  0.007
C11 -1.9072 -2.8063 0.7638  0.041
C12 -2.5360 -2.8123 -0.6249  0.066
C13 -4.0337 -2.7502 -0.8077  0.060
C14 -4.5660 -1.3670 -0.3877  -0.039
C15 -3.4304 -0.3519 -0.0904  0.122
C16 -3.0444 -0.0764 1.3626  0.034
C17 -3.3585 -1.2256 2.3167  -0.026
C18 -2.8851 -2.6432 1.9539  0.035
H16 -4.4816 -3.5803 -0.2566  0.004
H17 -5.2537 -1.4286 0.4533  0.008
H18 -4.2401 -2.9092 -1.8762  0.002
H19 -3.7628 -3.2743 1.7549  0.007
H20 -1.3852 -3.7829 0.8765  0.023
H21 -2.0355 -3.5623 -1.2475  -0.005
H22 -2.3775 -3.0635 2.8338  0.006
H23 -2.9785 -0.9434 3.3063  0.000
H24 -3.4829 0.8507 1.7803  0.015
H25 -4.4528 -1.2458 2.4232  0.004
H26 -5.1553 -0.9649 -1.2237  -0.001
H27 -3.6151 0.5605 -0.6784  0.021
P1 -0.3023 -1.7976 0.8016  0.360
C19 1.1307 -2.7795 0.3308  0.028
C20 -1.3846 -1.4230 -2.7377  0.008
P2 -1.3466 0.8874 1.4132  0.471
C21 -0.4003 -0.7351 2.2327  0.235
C22 -2.0137 2.2964 0.3755  0.183
C23 -0.4784 1.8978 2.6530  0.033
H28 2.0692 -2.2281 0.5342  -0.020
H29 1.0578 -3.0117 -0.7454  0.004
H30 1.1100 -3.7104 0.9058  0.019
H31 -2.2809 -1.8479 -3.2327  0.027
H32 -0.6283 -2.2284 -2.7069  0.008
H33 -1.0141 -0.5601 -3.2995  0.014
H34 -0.6898 1.5214 3.6618  0.005
H35 -0.6991 2.9672 2.5607  0.004
H36 0.6069 1.7602 2.4587  -0.009
H37 0.5848 -0.4805 2.6432  -0.005
H38 -0.9993 -1.1513 3.0571  0.011
H39 -1.4771 3.2242 0.5979  0.014
H40 -3.0803 2.4907 0.5653  0.007
H41 -1.8939 2.0426 -0.6834  -0.005
F1 4.7654 0.3150 4.3253  0.000
C24 4.8133 -0.2929 3.1161  -0.001
F2 5.7186 0.3517 2.3375  0.000
F3 5.2212 -1.5743 3.2904  0.000
S1 3.1337 -0.2463 2.3195  0.021
O1 2.3219 -0.9857 3.2889  0.001
O2 2.8114 1.1593 2.1840  0.004
O3 3.3627 -0.9524 1.0425  0.005

=====

Look up the molecular weight of the third one.
720.82 g mol⁻¹

=====

What is the molecular weight in the third record?
720.82 g mol⁻¹

=====

Which of these has the highest energy?
C24H41F3IrO3P2S